No. 1
ORCA calculation (ωB97M-V/def2-TZVPD) on a molecular structure, C17H20N6O3S2 in a non-equilibrium geometry.

Each line ends with the Mulliken charge.
Atoms and positions in Å:
C: -5.431 -4.267 -0.597  -0.764
H: -5.830 -3.878 -1.574  0.312
O: -5.308 -3.240 0.341  -0.379
C: -4.753 -2.185 0.151  0.239
C: -4.786 -1.447 1.106  0.286
C: -4.230 -0.137 1.233  -0.364
C: -3.603 0.187 0.178  0.380
C: -3.533 -0.540 -1.190  -1.375
C: -4.204 -1.760 -1.086  -0.418
H: -4.085 -2.485 -1.857  0.385
H: -3.054 -0.088 -1.958  0.500
N: -2.948 1.633 -0.239  -0.177
C: -2.483 2.254 0.699  0.737
O: -2.751 2.468 2.029  -0.741
C: -1.679 3.571 0.091  -0.493
C: -0.547 2.962 -0.299  0.036
N: -0.380 2.433 -1.614  -0.808
N: 0.734 1.949 -1.785  -0.123
C: 1.521 2.139 -0.797  0.316
N: 0.643 2.696 0.350  0.204
C: 0.958 2.857 1.521  -0.800
H: 1.708 2.293 2.034  0.341
H: 0.132 2.756 2.292  0.328
H: 1.254 3.946 1.950  0.241
S: 3.005 1.556 -0.675  -0.235
C: 3.191 0.323 -1.904  -1.826
C: 2.605 -1.248 -1.523  0.390
O: 1.607 -1.378 -1.971  -0.380
N: 3.278 -1.818 -0.506  -0.080
C: 4.564 -1.483 0.060  0.260
N: 5.212 -0.286 -0.249  -0.184
C: 6.350 -0.300 0.465  -0.890
H: 7.260 -0.074 -0.060  0.386
H: 6.253 0.490 1.194  0.340
C: 6.567 -1.605 1.467  -0.288
H: 6.688 -1.103 2.562  0.277
H: 7.524 -2.080 1.004  0.290
S: 5.165 -2.599 1.444  -0.166
H: 2.947 -2.637 -0.347  0.134
H: 4.041 0.399 -2.082  1.104
H: 2.553 0.665 -2.502  0.751
H: -1.536 4.348 1.258  0.275
H: -2.357 4.068 -0.503  0.389
H: -2.510 1.558 -1.037  0.313
H: -4.285 0.682 1.953  0.476
H: -5.170 -1.629 2.147  0.301
H: -5.960 -5.231 -0.264  0.225
H: -4.338 -4.735 -0.911  0.277

As for the energy relative to the best compared isomer or geometry (same formula, charge and spin): 463.6 kcal per mole. The calculation puts the HOMO-LUMO gap at 7.56 eV. Its energy is -2009.83248 Eh.

---

No. 2
ORCA calculation (ωB97M-V/def2-TZVPD) on 2 unconnected molecules or ions with the total composition C17H21F3IO4S in a non-equilibrium geometry.

Each line ends with the Mulliken charge.
Atoms and positions in Å:
C: -4.711 -0.921 -3.402  -1.211
C: -3.571 0.040 -3.229  -0.288
O: -2.390 -0.705 -2.879  -0.150
C: -1.252 0.043 -2.832  0.208
C: -0.058 -0.822 -2.787  0.732
C: -0.189 -2.282 -2.889  -1.727
C: 1.227 -0.165 -2.693  0.669
C: 2.414 -0.879 -3.327  -1.093
O: 1.408 0.875 -2.055  -0.721
O: -1.281 1.258 -2.832  -0.716
H: -5.601 -0.353 -3.667  0.389
H: -4.535 -1.633 -4.211  0.282
H: -4.920 -1.488 -2.493  0.287
H: -3.386 0.576 -4.168  0.335
H: -3.784 0.770 -2.438  0.271
H: -1.213 -2.603 -2.611  0.340
H: 0.040 -2.617 -3.914  0.344
H: 0.525 -2.766 -2.205  0.389
H: 2.113 -1.788 -3.855  0.317
H: 2.888 -0.192 -4.041  0.325
H: 3.135 -1.121 -2.545  0.129
C: 0.503 1.561 4.188  -2.003
C: 1.153 0.674 3.146  1.761
C: 2.334 -0.055 3.763  -0.922
C: 0.144 -0.133 2.337  0.207
C: 0.527 -0.959 1.268  -0.756
I: 2.511 -1.183 0.553  -0.004
C: -0.452 -1.564 0.474  -0.631
C: -1.739 -1.006 0.449  -0.102
C: -2.105 -0.090 1.445  -0.839
C: -1.216 0.181 2.469  -0.450
O: 1.562 1.633 2.103  -0.293
S: 3.065 1.945 1.495  0.081
C: 3.678 3.203 2.726  0.539
F: 4.785 2.697 3.362  -0.239
F: 4.013 4.397 2.172  -0.220
F: 2.754 3.487 3.690  -0.212
H: 0.193 0.964 5.043  0.363
H: 1.201 2.338 4.506  0.350
H: -0.377 2.056 3.758  0.559
H: 2.070 -0.432 4.766  0.318
H: 2.620 -0.924 3.161  0.267
H: 3.200 0.617 3.876  0.250
H: -0.205 -2.405 -0.163  0.556
H: -2.434 -1.323 -0.321  0.399
H: -3.081 0.393 1.446  0.377
H: -1.563 0.701 3.362  0.532

The calculation puts the HOMO-LUMO gap at 5.27 eV. Its total charge is -1. Its energy is -1956.80974 Eh.

---

No. 3
ORCA calculation (ωB97M-V/def2-TZVPD) on a single C17H21N3O molecule.

Each line ends with the Mulliken charge.
Atoms and positions in Å:
C: 0.770 3.997 -0.206  -1.475
C: 0.436 2.553 -0.008  0.083
C: -0.850 2.116 0.221  -0.527
C: -1.043 0.730 0.402  1.249
N: -2.238 0.168 0.697  0.031
C: -3.511 0.829 0.545  -1.010
C: -4.166 0.421 -0.778  -0.746
C: -4.325 -1.101 -0.884  0.388
C: -5.443 -1.625 0.015  -1.625
C: -2.980 -1.776 -0.584  -0.785
C: -2.372 -1.273 0.726  -0.769
N: 0.004 -0.100 0.337  -0.131
C: 1.208 0.403 0.110  0.270
C: 2.331 -0.532 0.041  0.462
C: 2.094 -1.900 0.190  -0.266
C: 3.121 -2.815 0.136  -0.824
C: 4.422 -2.374 -0.069  -0.360
C: 4.683 -1.030 -0.221  -0.695
C: 3.651 -0.089 -0.171  0.145
O: 3.972 1.202 -0.329  -0.698
N: 1.462 1.702 -0.064  -0.544
H: 1.450 4.326 0.577  0.331
H: 1.278 4.129 -1.160  0.338
H: -0.126 4.612 -0.185  0.355
H: -1.659 2.826 0.261  0.192
H: -4.147 0.532 1.386  0.379
H: -3.393 1.910 0.587  0.376
H: -3.533 0.771 -1.597  0.302
H: -5.138 0.907 -0.869  0.478
H: -4.600 -1.339 -1.919  0.348
H: -6.387 -1.147 -0.241  0.399
H: -5.241 -1.437 1.065  0.320
H: -5.559 -2.698 -0.120  0.412
H: -2.279 -1.553 -1.391  0.370
H: -3.107 -2.858 -0.535  0.434
H: -3.008 -1.540 1.575  0.353
H: -1.381 -1.700 0.874  0.273
H: 1.076 -2.219 0.347  0.432
H: 2.917 -3.869 0.253  0.409
H: 5.235 -3.085 -0.112  0.376
H: 5.686 -0.668 -0.383  0.434
H: 3.124 1.720 -0.271  0.513

As for the energy relative to the best compared isomer or geometry (same formula, charge and spin): 0.0 kcal per mole. As for the structure (SMILES): Cc1cc(N2CCC(C)CC2)nc(-c2ccccc2O)n1. The calculation puts the HOMO-LUMO gap at 8.69 eV. Its energy is -899.95945 Eh.

---

No. 4
ORCA calculation (ωB97M-V/def2-TZVPD) on a single C17H21N3O3 molecule.

Each line ends with the Mulliken charge.
Atoms and positions in Å:
C: -1.312 -1.348 -3.396  -0.836
O: -1.173 -0.181 -2.618  -0.444
C: -0.026 -0.007 -1.901  0.837
C: 0.958 -0.981 -1.749  -0.264
C: 2.059 -0.737 -0.954  -1.325
C: 2.227 0.487 -0.309  0.192
C: 3.422 0.674 0.548  0.987
C: 3.577 2.014 1.225  -1.378
O: 4.236 -0.212 0.698  -0.617
C: 1.256 1.470 -0.495  -0.056
C: 0.138 1.239 -1.275  -0.043
C: -0.920 2.311 -1.376  -1.143
C: -1.493 2.447 0.028  0.464
O: -1.068 3.237 0.842  -0.649
N: -2.466 1.549 0.311  -0.150
C: -2.910 1.307 1.663  -0.850
C: -2.511 -0.092 2.150  -0.750
C: -1.003 -0.357 1.990  0.181
N: -0.733 -1.633 1.380  0.280
C: -1.286 -2.124 0.230  -0.147
C: -0.718 -3.348 0.028  -0.826
N: 0.172 -3.614 1.016  -0.681
C: 0.142 -2.576 1.803  -0.166
H: -2.256 -1.235 -3.927  0.278
H: -0.498 -1.441 -4.121  0.353
H: -1.350 -2.245 -2.772  0.248
H: 0.862 -1.941 -2.228  0.317
H: 2.807 -1.502 -0.813  0.478
H: 2.715 2.224 1.853  0.362
H: 4.476 2.004 1.836  0.365
H: 3.661 2.800 0.477  0.358
H: 1.342 2.433 -0.018  0.472
H: -0.467 3.261 -1.659  0.426
H: -1.683 2.032 -2.099  0.399
H: -2.738 0.886 -0.399  0.252
H: -3.998 1.419 1.726  0.386
H: -2.440 2.077 2.279  0.403
H: -2.809 -0.195 3.193  0.353
H: -3.067 -0.837 1.579  0.381
H: -0.554 0.428 1.369  -0.250
H: -0.499 -0.340 2.958  0.426
H: -2.015 -1.581 -0.335  0.518
H: -0.895 -4.056 -0.758  0.459
H: 0.736 -2.462 2.688  0.402

As for the energy relative to the best compared isomer or geometry (same formula, charge and spin): 54.0 kcal per mole. As for the structure (SMILES): COc1ccc(C(C)=O)cc1CC(=O)NCCCn1ccnc1. The calculation puts the HOMO-LUMO gap at 9.08 eV. Its energy is -1050.41017 Eh.